[1]
The following is a quantum chemistry calculation of a structure of composition C13H13ClMnN2O2 at a distorted geometry, from OMol25.

The expectation value of S² is 3.870. Its spin multiplicity is 4. Its energy above the lowest of the compared OMol25 structures with the same formula, charge and spin is 6.30 kcal per mole. The HOMO energy (alpha / beta) comes out at -0.564 / -0.563 Ha. The value obtained for the lowest unoccupied orbital energy (alpha / beta) is -9.116 / -9.567 eV. The molar mass comes out at 319.650 g/mol. Its total charge is +2. The calculation puts the orbital gap (alpha / beta) at 6.2 / 5.8 eV.

XYZ file:
```
32
C13H13ClMnN2O2 the ωB97M-V functional and the def2-TZVPD basis
Mn 0.18 0.49 -0.99
Cl -2.09 4.03 -2.82
O -1.95 2.39 -0.02
O 2.45 1.84 0.44
N -0.40 -1.46 5.13
N -0.09 -0.19 1.21
C 0.74 -1.44 -1.58
C -0.69 -1.26 -1.74
C -1.16 1.77 -0.57
C -0.27 -1.98 2.77
C -0.88 -0.15 -2.64
C -0.17 -1.49 1.48
C 1.40 -0.44 -2.36
C 1.61 1.39 -0.24
C 0.41 0.34 -3.07
C 0.66 1.33 -4.15
C -0.25 0.36 3.53
C -0.31 -1.03 3.83
C -0.13 0.72 2.19
H -0.07 1.76 1.93
H -1.81 0.16 -3.12
H 2.46 -0.40 -2.61
H -0.42 -0.78 5.91
H -0.13 -2.16 0.65
H 1.61 1.84 -3.96
H 0.73 0.92 -5.18
H -0.14 2.09 -4.13
H -0.43 -2.47 5.36
H -0.28 1.10 4.33
H 1.22 -2.29 -1.11
H -0.32 -3.06 2.96
H -1.46 -1.95 -1.42
```

=====

[2]
The following is a quantum chemistry calculation of the molecule C4H8N2, from OMol25.

Its energy above the lowest of the compared OMol25 structures with the same formula, charge and spin is 60.46 kcal per mole. The HOMO energy comes out at -0.268 Ha. The value obtained for the lowest unoccupied orbital energy is 0.418 eV. The molar mass comes out at 84.122 g/mol. The calculation puts the orbital gap at 7.7 eV.

XYZ file:
```
14
C4H8N2 the ωB97M-V functional and the def2-TZVPD basis
N 0.17 -0.26 0.09
N 0.28 -0.34 -3.27
C 0.84 0.61 -0.94
C 0.51 0.14 -2.23
C -1.32 -0.15 0.14
C 0.77 -0.07 1.44
H 0.61 1.66 -0.73
H -1.56 0.87 0.44
H -1.71 -0.35 -0.86
H 0.84 -1.02 1.96
H 0.39 -1.21 -0.21
H -1.73 -0.86 0.87
H 1.76 0.37 1.30
H 0.14 0.61 2.02
```

=====

[3]
The following is a quantum chemistry calculation of the molecule C32H39BrN2O7S2 at a distorted geometry, from OMol25.

Its energy above the lowest of the compared OMol25 structures with the same formula, charge and spin is 0.00 kcal per mole. The HOMO energy comes out at -0.311 Ha. The SMILES is [H]/N=C\Cc1cc2c(c(CSCC)c1COC(C)=O)Sc1c(Br)c(CCC(C)C)cc(CCC(=O)O)c1N2CC(=O)OC(C)=O. The value obtained for the lowest unoccupied orbital energy is 0.357 eV. The molar mass comes out at 707.709 g/mol. The calculation puts the orbital gap at 8.8 eV.

XYZ file:
```
83
C32H39BrN2O7S2 the ωB97M-V functional and the def2-TZVPD basis
Br -0.15 4.95 -0.64
S -3.26 1.69 3.18
S -1.63 2.18 0.07
O -4.36 -0.40 -0.71
O 0.74 -1.60 4.18
O 4.13 -1.04 -2.47
O -3.27 -2.31 -1.14
O 2.24 -2.14 -2.10
O 1.36 -1.33 6.33
O -5.25 -2.71 -2.19
N -1.05 -0.16 -1.63
N 0.84 -5.06 0.44
C -2.47 -0.08 -2.09
C 0.67 -3.55 5.70
C -3.91 0.03 3.62
C 2.88 4.93 -2.13
C 2.27 -0.60 -3.97
C 1.17 2.18 -3.47
C -1.14 0.31 2.09
C -0.79 -0.98 2.47
C 0.53 1.01 -3.09
C -0.96 -0.41 -0.22
C 0.15 3.37 -1.71
C 1.03 3.37 -2.80
C -1.22 0.56 0.72
C -1.44 1.45 3.03
C -0.65 -1.30 3.95
C -0.13 -4.38 0.86
C -3.43 -0.92 -1.26
C 1.74 4.67 -3.15
C -0.61 -1.69 0.18
C 0.96 -2.07 5.47
C 0.76 -0.30 -3.84
C 4.31 4.44 -2.51
C -4.42 -3.03 -1.38
C -0.09 -3.36 1.99
C -0.34 1.02 -2.02
C 4.88 3.53 -1.38
C -4.60 -4.30 -0.58
C -0.52 -1.96 1.52
C -0.51 2.23 -1.33
C 2.83 -1.33 -2.77
C 4.43 3.64 -3.83
C -4.09 -0.01 5.17
H -4.23 -4.22 0.45
H -3.10 0.00 5.64
H 0.96 -3.26 2.30
H -4.88 -0.13 3.15
H 1.82 2.12 -4.34
H -0.40 -2.40 -0.61
H -4.69 -0.87 5.47
H 0.99 5.46 -3.00
H -1.09 -4.50 0.32
H 0.36 -1.08 -3.18
H 0.60 -3.78 6.76
H 0.22 -0.35 -4.79
H -0.94 1.37 4.00
H 4.99 5.30 -2.56
H -3.23 -0.75 3.26
H -2.57 -0.39 -3.14
H 2.96 5.99 -1.84
H 4.25 -1.06 -1.52
H 4.56 4.34 -4.67
H -0.66 -3.68 2.87
H -0.30 -3.75 5.21
H 2.43 -1.19 -4.88
H 5.36 3.07 -3.79
H -4.58 0.94 5.43
H 4.85 4.01 -0.40
H -2.78 0.97 -2.04
H 4.31 2.59 -1.41
H -5.65 -4.61 -0.56
H 3.60 2.96 -4.03
H 1.67 -4.83 1.00
H 2.60 4.40 -1.20
H 5.90 3.26 -1.69
H 2.88 0.30 -4.11
H -4.04 -5.13 -1.04
H 2.04 4.74 -4.20
H -0.87 -0.43 4.58
H 1.40 -4.17 5.17
H -1.09 2.37 2.56
H -1.32 -2.11 4.28
```

=====

Q: Among the records above, which one has the highest molar mass?
A: C32H39BrN2O7S2

=====

Q: Among the records above, which one has the lowest molar mass?
A: C4H8N2

=====

Q: What is the formula in the second record?
A: C4H8N2

=====

Q: Which value of molar mass does entry 3 give?
A: 707.709 g/mol